Density functional theory data (ωB97M-V with the def2-TZVPD basis set) for a cluster of 6 separate species, C40H94BN5 in total at a distorted geometry.

Geometry as XYZ:
```
140
C40H94BN5 ωB97M-V with the def2-TZVPD basis set
N -14.985 -12.968 18.586
N -19.761 -13.045 9.548
N -19.204 -9.765 14.998
N -18.821 -19.804 7.951
N -13.292 -13.326 10.852
C -17.449 -20.366 7.486
C -18.405 -7.219 14.882
C -20.214 -19.991 6.024
C -19.268 -10.080 16.530
C -19.661 -20.946 8.300
C -16.999 -11.202 7.396
C -13.850 -12.541 17.552
C -17.888 -10.257 14.272
C -21.098 -12.389 11.486
C -18.574 -5.836 14.228
C -20.450 -21.195 7.003
C -20.423 -10.539 14.336
C -20.281 -11.240 16.612
C -19.160 -14.488 9.756
C -19.083 -12.181 8.493
C -15.592 -13.707 16.302
C -13.689 -15.622 11.554
C -14.697 -15.333 10.445
C -19.533 -18.992 6.859
C -13.410 -12.390 20.552
C -18.026 -18.215 11.485
C -14.186 -9.962 12.704
C -13.040 -12.636 22.004
C -15.632 -14.186 17.843
C -13.909 -11.468 12.542
C -19.477 -8.288 14.549
C -21.277 -13.267 9.198
C -14.213 -12.085 11.108
C -20.597 -11.800 15.191
C -14.475 -12.677 16.118
C -14.008 -14.256 9.714
C -13.198 -14.246 12.058
C -11.927 -12.829 10.316
C -21.953 -13.274 10.534
C -18.225 -19.315 10.457
C -17.542 -12.195 8.468
C -14.457 -13.397 20.020
C -15.867 -11.723 18.705
C -19.684 -12.314 10.940
C -18.470 -18.739 9.121
B -16.691 -14.126 12.930
H -18.917 -15.137 8.914
H -19.563 -12.607 7.612
H -14.182 -11.409 10.254
H -17.879 -11.322 14.506
H -21.358 -14.091 8.489
H -17.379 -10.182 7.465
H -19.630 -9.140 16.945
H -13.863 -11.399 20.548
H -17.592 -5.370 14.159
H -14.900 -16.138 9.739
H -19.388 -18.151 9.151
H -17.661 -18.138 8.708
H -15.303 -13.531 20.694
H -19.844 -8.275 13.523
H -17.522 -21.054 6.643
H -15.213 -12.505 11.008
H -16.936 -20.656 8.403
H -16.868 -13.112 12.606
H -19.421 -11.166 8.704
H -17.434 -7.551 14.515
H -13.736 -12.978 15.376
H -21.522 -21.179 7.201
H -12.118 -12.092 22.205
H -16.531 -13.202 16.073
H -12.582 -12.437 19.844
H -18.171 -14.306 10.176
H -11.390 -12.189 11.016
H -15.640 -15.012 10.889
H -13.146 -13.362 17.689
H -19.762 -15.141 10.388
H -15.661 -14.448 12.919
H -20.272 -18.332 7.313
H -13.266 -11.633 17.702
H -20.319 -20.468 9.026
H -15.267 -9.871 12.813
H -14.499 -11.973 13.307
H -17.266 -17.476 11.231
H -18.029 -18.439 12.551
H -17.018 -9.667 14.557
H -20.467 -8.172 14.989
H -17.163 -14.768 12.201
H -12.888 -11.766 12.780
H -15.483 -14.501 15.563
H -17.106 -11.912 9.426
H -18.097 -10.041 13.224
H -18.772 -6.154 13.205
H -12.704 -13.656 22.192
H -21.623 -12.365 8.691
H -19.211 -5.046 14.626
H -14.460 -13.629 8.946
H -13.940 -14.354 19.950
H -18.777 -18.411 6.331
H -19.169 -19.800 10.709
H -20.346 -22.086 6.383
H -22.000 -14.320 10.838
H -12.207 -14.259 12.513
H -14.885 -11.690 15.903
H -21.369 -9.999 14.301
H -13.079 -14.746 9.422
H -17.470 -20.100 10.415
H -14.162 -15.998 12.461
H -21.204 -10.905 17.086
H -11.432 -13.785 10.143
H -20.016 -12.663 14.866
H -15.057 -15.102 17.979
H -20.191 -10.755 13.293
H -13.762 -12.354 22.771
H -19.085 -21.771 8.719
H -16.458 -11.474 17.824
H -21.668 -11.994 15.254
H -18.243 -10.312 16.819
H -13.900 -9.341 11.855
H -13.654 -9.610 13.587
H -15.149 -10.911 18.818
H -15.924 -11.228 7.573
H -18.910 -12.609 11.648
H -19.864 -12.048 17.213
H -17.144 -11.421 6.338
H -21.129 -19.459 5.760
H -16.685 -14.251 18.117
H -19.598 -20.243 5.160
H -18.243 -7.133 15.957
H -16.468 -11.881 19.601
H -19.583 -11.274 10.630
H -13.872 -13.869 12.828
H -12.763 -16.118 11.264
H -18.867 -17.521 11.490
H -12.080 -12.485 9.294
H -22.967 -12.882 10.454
H -21.505 -11.380 11.551
H -21.019 -12.929 12.430
H -17.072 -13.168 8.323
H -17.037 -19.422 7.130
H -17.071 -14.226 13.935
```

The frontier orbital gap (spin up / spin down) comes out at 10.543 / 4.237 eV. As for the charge: +5. Its multiplicity is 2. The LUMO energy (spin up / spin down) is -10.09 / -16.40 eV.

Density functional theory data (ωB97M-V with the def2-TZVPD basis set) for a structure of composition C40H95Br2FN2O9Si2 at a distorted geometry.

Geometry as XYZ:
```
151
C40H95Br2FN2O9Si2 ωB97M-V with the def2-TZVPD basis set
Br 4.310 -2.328 0.860
Br 1.056 -0.648 1.286
Si -1.529 -0.839 -1.120
Si 1.152 -1.865 -0.626
F -4.714 -2.948 -2.873
O -8.310 -1.078 1.588
O 2.649 5.349 3.243
O -4.082 -6.837 1.883
O -0.138 -1.647 -1.748
O 2.786 10.420 3.087
O 5.824 -0.837 -4.209
O -2.447 1.826 -0.679
O -2.456 -3.431 -2.634
O 1.697 -4.376 -4.059
N -4.522 -0.263 0.159
N 1.662 -2.245 4.773
C -9.876 0.473 0.496
C 0.476 11.261 2.993
C -0.716 -4.189 -4.522
C -4.034 -5.994 -0.429
C -1.773 3.964 0.596
C 3.840 5.512 2.486
C 0.299 -2.774 4.420
C 1.296 -3.782 -0.340
C -2.885 -1.019 -2.513
C 2.375 -4.420 -6.423
C 2.014 -5.202 -5.171
C -2.315 -1.633 0.433
C -9.234 -2.145 1.757
C 5.821 0.031 -6.511
C -3.363 -2.555 -2.666
C -3.762 -5.735 1.043
C -1.879 -7.925 1.767
C 1.854 11.348 3.626
C 0.506 -4.302 0.960
C -8.528 -0.225 0.472
C 3.051 10.528 1.695
C 4.993 4.651 2.975
C 8.039 -1.897 -4.378
C -3.496 -0.772 1.118
C 4.033 -1.054 -0.648
C 0.343 -4.178 3.644
C -1.248 1.073 -0.991
C -2.340 2.459 0.618
C 6.530 -2.038 -4.496
C -0.501 4.033 1.591
C 6.116 0.278 -5.042
C 1.328 -4.158 2.343
C 2.731 5.668 4.627
C 3.626 11.875 1.288
C -9.270 -3.109 0.582
C 2.772 -1.389 -1.598
C -3.387 -8.048 1.624
C 4.069 0.497 -0.139
C 3.128 7.109 4.893
C 0.598 -3.486 -4.225
H -9.985 1.061 1.412
H -5.150 -1.047 -0.064
H -3.413 2.503 1.046
H 2.150 10.295 1.118
H 6.026 0.931 -7.096
H -0.704 -4.442 3.247
H 3.916 0.573 0.998
H -3.053 0.026 1.810
H -8.388 -0.782 -0.461
H 3.371 1.173 -0.738
H -10.232 -1.751 1.973
H 5.139 0.896 -0.326
H 0.497 -2.939 -3.288
H -7.738 0.531 0.500
H 1.947 -3.203 2.400
H 0.684 -5.028 4.331
H 2.494 -0.396 -2.130
H -5.079 0.490 0.607
H 8.527 -2.856 -4.572
H -1.617 -7.578 2.772
H 5.869 4.789 2.336
H 3.598 5.224 1.460
H 0.376 4.574 1.086
H -0.958 -4.899 -3.726
H 2.031 -5.072 2.389
H -3.754 -0.294 -2.354
H 1.769 11.119 4.692
H -1.525 -3.464 -4.604
H 2.935 12.693 1.498
H 4.973 -1.153 -1.315
H 4.125 6.568 2.451
H -0.675 -4.750 -5.458
H 0.765 -4.264 -1.252
H -3.806 -5.103 -1.020
H -0.548 -3.861 1.006
H 5.488 1.101 -4.689
H -2.723 -5.428 1.204
H 0.500 11.489 1.926
H -4.051 -1.511 1.822
H -0.834 4.564 2.563
H 0.068 10.252 3.103
H -0.382 1.371 -0.311
H -0.934 1.399 -2.062
H 0.828 -2.741 -4.994
H -9.973 1.143 -0.362
H -3.431 -6.817 -0.818
H 3.844 11.888 0.217
H -1.759 1.760 1.336
H 2.421 7.795 4.417
H 1.736 5.492 5.046
H 1.705 -1.934 5.750
H 4.550 12.077 1.839
H 3.138 7.308 5.968
H -0.318 -2.892 5.377
H -0.290 -2.036 3.751
H -4.385 -4.899 1.376
H 6.189 -2.780 -3.769
H 2.875 -5.808 -4.873
H 7.153 0.596 -4.895
H 4.120 7.340 4.501
H 3.222 -3.756 -6.227
H 1.547 -3.800 -6.771
H 0.359 -5.443 0.811
H -1.588 -1.939 1.256
H 6.247 -2.418 -5.482
H 8.314 -1.559 -3.374
H 2.647 -5.103 -7.232
H -10.705 -0.236 0.463
H -9.969 -3.926 0.782
H -8.276 -3.531 0.403
H -9.587 -2.617 -0.339
H -3.658 -8.437 0.638
H 8.438 -1.170 -5.088
H -2.365 -0.759 -3.512
H -0.207 11.968 3.471
H 4.712 3.593 2.963
H 3.780 9.749 1.456
H 1.196 -5.903 -5.366
H -1.579 4.373 -0.449
H 2.990 -2.155 -2.418
H 4.771 -0.244 -6.649
H 1.822 -1.472 4.112
H -1.399 -8.892 1.593
H 2.373 -4.154 -0.376
H 3.407 4.972 5.135
H -0.105 3.012 1.920
H -8.919 -2.691 2.649
H -2.595 4.637 1.054
H -5.084 -6.257 -0.583
H 2.254 12.366 3.560
H -2.818 -2.617 0.074
H 6.427 -0.780 -6.920
H -3.750 -8.777 2.353
H 5.283 4.900 3.997
H -1.459 -7.212 1.055
```

The frontier orbital gap comes out at 9.544 eV. As for the charge: 0. The LUMO energy is 0.50 eV.

Density functional theory data (ωB97M-V with the def2-TZVPD basis set) for a cluster of 5 separate species, C40H96F2N3O6P2S2 in total at a distorted geometry.

Geometry as XYZ:
```
151
C40H96F2N3O6P2S2 ωB97M-V with the def2-TZVPD basis set
S -0.280 -0.321 2.892
S 0.927 1.238 1.669
P -3.802 -3.061 0.343
P 3.653 2.980 -2.571
F -1.791 -0.740 3.297
F 1.085 2.796 1.924
O -2.567 5.645 3.644
O -0.099 -1.236 1.767
O 0.421 -0.588 4.137
O 2.990 -3.833 -0.485
O 2.206 0.810 2.297
O 0.831 1.113 0.220
N 2.880 -5.035 2.025
N -3.056 2.279 2.091
N -0.515 1.168 2.562
C 7.480 6.630 -2.743
C -2.291 4.612 2.644
C -3.337 -0.462 -0.969
C -3.519 -3.950 5.639
C 3.955 2.447 -0.896
C 3.708 -3.487 -1.640
C 1.367 -0.256 -3.927
C 0.982 3.946 -1.959
C -0.036 -5.109 -2.805
C -4.877 -4.478 -0.030
C -2.866 2.959 4.470
C -2.029 -3.595 0.155
C -7.602 -5.725 -1.169
C 5.121 3.649 -3.348
C 6.893 0.852 1.010
C -7.174 -5.694 0.308
C 2.688 -2.881 3.119
C 2.412 -3.602 1.845
C -3.213 3.457 3.052
C -0.115 -0.651 -3.497
C 3.015 1.577 -3.583
C -1.699 -3.925 -1.337
C -1.284 5.118 -1.752
C -4.148 -1.791 -0.974
C -1.414 6.411 3.811
C -3.838 0.540 -2.014
C -3.050 1.818 -1.931
C 6.912 5.311 -3.245
C 5.508 1.428 0.804
C -6.203 -4.534 0.756
C -0.275 -4.461 -1.417
C 5.653 4.774 -2.492
C 3.200 -3.016 0.652
C -4.123 -2.515 2.106
C 2.380 4.270 -2.456
C -3.891 -3.057 4.512
C 5.132 1.416 -0.722
C -3.497 -3.441 3.099
C 0.165 5.319 -2.092
C 2.066 0.644 -2.936
H 8.398 6.843 -3.290
H 2.128 -3.276 3.967
H 4.652 0.988 1.316
H 0.535 -3.753 -1.239
H 4.921 5.581 -2.511
H 4.820 0.384 -0.884
H -0.007 -4.454 -3.677
H -0.739 -5.929 -2.950
H 2.835 -2.044 0.319
H 7.784 6.618 -1.696
H -2.192 1.770 2.214
H -1.328 -2.934 0.665
H -8.342 -6.412 -1.580
H -1.873 2.525 4.590
H -0.088 -5.132 -0.578
H -2.772 3.862 5.073
H -3.227 2.214 -0.931
H 1.012 3.491 -0.969
H 6.631 5.455 -4.288
H -1.822 -3.029 -1.944
H -6.137 -4.617 1.841
H 3.881 -2.429 -1.836
H -3.498 -2.069 4.750
H 0.631 6.059 -1.441
H -1.977 1.747 -2.111
H 2.624 2.092 -4.461
H 7.520 1.158 0.172
H 7.692 4.596 -2.983
H -0.680 -1.273 -4.192
H 5.984 1.628 -1.368
H -0.640 5.797 4.271
H 6.825 -0.220 1.196
H 2.234 -5.600 2.558
H -0.693 0.268 -3.400
H -4.980 -3.018 4.486
H 4.266 -2.959 0.872
H -4.061 -3.919 6.584
H -8.007 -4.717 -1.264
H 4.661 -3.997 -1.502
H 2.679 -5.456 1.129
H -6.657 -6.609 0.598
H 0.441 3.205 -2.548
H 5.592 2.477 1.089
H -3.994 0.050 -2.975
H 4.103 3.411 -0.409
H -6.705 -3.571 0.663
H -3.540 2.262 4.968
H 5.799 2.800 -3.434
H 1.223 0.141 -4.932
H -3.482 -5.017 5.418
H 7.325 1.290 1.910
H 3.735 -2.785 3.404
H -1.531 7.319 4.402
H 0.261 5.641 -3.128
H -5.201 -2.381 2.196
H -5.148 -1.489 -0.664
H -3.341 2.513 -2.719
H -8.045 -5.675 0.963
H -2.522 4.943 1.632
H -0.056 -1.206 -2.561
H -4.224 -2.190 -1.986
H 2.508 0.181 -2.054
H -4.232 3.812 2.897
H -3.749 -1.499 2.226
H 1.837 -1.234 -4.032
H -2.316 -0.726 -1.247
H -6.765 -5.829 -1.859
H -1.347 4.784 -0.716
H -3.747 -4.501 3.064
H -1.836 4.343 -2.283
H 3.011 2.116 -0.464
H 3.804 -5.110 2.425
H -2.043 -4.553 0.675
H 1.277 1.276 -2.529
H -2.354 -4.642 -1.832
H -3.807 1.616 2.215
H 6.795 7.460 -2.918
H 4.834 3.880 -4.374
H -3.250 -0.062 0.041
H -4.844 0.837 -1.718
H 2.267 -1.885 2.987
H 1.359 -3.719 1.591
H -1.259 4.273 2.741
H 2.790 5.084 -1.858
H 3.930 1.153 -3.996
H 0.964 -5.543 -2.796
H 3.138 -3.938 -2.453
H -1.841 6.055 -1.738
H -2.493 -3.765 5.958
H -4.949 -4.560 -1.114
H 5.848 4.538 -1.446
H -0.974 6.746 2.872
H -2.417 -3.298 3.111
H -3.135 2.661 1.160
H 2.492 4.599 -3.489
H -4.218 -5.279 0.305
```

The frontier orbital gap (spin up / spin down) comes out at 2.734 / 8.072 eV. As for the charge: +2. Its multiplicity is 2. The LUMO energy (spin up / spin down) is -4.16 / -4.19 eV.

- Which formula does entry 3 have?
  C40H96F2N3O6P2S2

- The highest charge belongs to which entry?
  C40H94BN5

- Look up the charge of the second one.
  0